{"formula": "C3H9N3O6", "method": "wB97M-V/def2-TZVPD", "symbols": ["O", "O", "O", "O", "O", "O", "N", "N", "N", "C", "C", "C", "H", "H", "H", "H", "H", "H", "H", "H", "H"], "coordinates": [[13.51283, -26.11520, 13.17508], [20.82236, -31.83408, 10.18541], [13.79555, -27.78358, 14.49313], [18.91137, -18.92868, 14.56808], [20.27185, -20.58328, 14.39728], [21.22818, -31.10302, 12.20171], [21.06162, -32.03091, 11.33801], [19.98219, -19.41319, 14.24354], [14.24932, -26.91851, 13.76317], [21.08122, -33.37439, 11.88438], [21.01983, -18.49423, 13.66507], [15.72206, -26.70987, 13.66520], [20.06232, -33.74917, 11.98176], [20.76863, -17.91834, 12.77436], [21.47326, -33.45975, 12.89783], [21.89016, -19.13176, 13.50950], [21.68607, -34.02277, 11.25046], [21.32429, -17.72037, 14.36974], [16.22204, -27.23081, 14.48174], [15.92760, -25.63968, 13.64140], [16.12038, -26.89257, 12.66717]], "max_force_ha_per_bohr": 0.0905, "homo_ev": -10.9, "smiles": "C[N+](=O)[O-].C[N+](=O)[O-].C[N+](=O)[O-]", "e_tot_ev": -20002.8986, "relative_energy_ev": 0.912, "homo_lumo_gap_ev": 10.85, "molar_mass_g_mol": 183.12}


{"formula": "C5H7NO", "method": "wB97M-V/def2-TZVPD", "symbols": ["O", "N", "C", "C", "C", "C", "C", "H", "H", "H", "H", "H", "H", "H"], "coordinates": [[0.95343, -1.24897, 0.12112], [2.85281, 0.10383, -0.29442], [-1.38856, -0.46291, 0.11164], [1.63246, -0.04995, -0.03951], [-0.75746, 0.83196, 0.69410], [0.40530, 0.74732, -0.34745], [-0.11759, -0.67907, -0.68097], [-1.66378, -1.26519, 0.79904], [-0.06706, -1.09891, -1.68579], [-2.22415, -0.25125, -0.56261], [0.51604, 1.56522, -1.05647], [-0.45287, 0.76996, 1.74134], [3.28633, -0.82289, -0.31329], [-1.37950, 1.72106, 0.56439]], "max_force_ha_per_bohr": 0.0095, "homo_ev": -10.0, "e_tot_ev": -8834.0188, "relative_energy_ev": 2.184, "homo_lumo_gap_ev": 11.02, "molar_mass_g_mol": 97.12}


{"formula": "C5H10OS2", "method": "wB97M-V/def2-TZVPD", "symbols": ["S", "S", "O", "C", "C", "C", "C", "C", "H", "H", "H", "H", "H", "H", "H", "H", "H", "H"], "coordinates": [[-0.46775, 2.01997, 1.48866], [-0.13500, -2.54798, 0.19670], [1.38315, 0.35597, -1.68862], [-0.23264, -1.47390, 1.59870], [0.14992, 0.29035, -1.62290], [1.19249, -0.78810, 1.85992], [-0.53466, 1.78574, -0.19870], [-0.79544, 0.52447, -2.63120], [1.62546, -0.20282, 1.04192], [0.09687, 2.47959, -0.71376], [-0.52909, -2.09120, 2.40915], [-0.93674, -0.68362, 1.55000], [1.97345, -1.50331, 2.09247], [-0.22102, -0.49967, -0.89835], [-1.82167, 0.15633, -2.59118], [-0.46355, 0.69172, -3.67526], [-1.35553, 1.54260, -0.88499], [1.07174, -0.05614, 2.66741]], "max_force_ha_per_bohr": 0.0954, "homo_ev": -8.1, "e_tot_ev": -29056.1397, "relative_energy_ev": 8.778, "homo_lumo_gap_ev": 3.60, "molar_mass_g_mol": 150.27}


> Number 3 is which compound?

C5H10OS2